Entry 1:
{
  "formula": "C3H6N2S",
  "method": "ωB97M-V/def2-TZVPD",
  "symbols": ["C", "C", "C", "N", "N", "S", "H", "H", "H", "H", "H", "H"],
  "coordinates": [[-2.511, -0.251, 0.995], [-2.616, 0.548, 0.064], [1.223, -1.213, -0.613], [0.950, 1.610, -0.817], [1.405, 1.365, 0.207], [1.998, -0.480, 0.844], [-2.583, -1.157, 1.546], [1.404, 2.023, 0.977], [-2.550, 1.466, -0.467], [0.312, -1.874, -0.441], [2.035, -1.677, -1.150], [0.933, -0.361, -1.145]],
  "lowdin_charge": [0.00, -0.01, -0.48, 0.06, -0.35, 0.66, 0.01, 0.09, 0.01, 0.06, 0.01, -0.06],
  "energy_ha": -625.418225,
  "e_homo_ha": -0.319,
  "relative_energy_ev": 5.544,
  "total_charge": 0
}

Entry 2:
{
  "formula": "C11H14N2",
  "method": "ωB97M-V/def2-TZVPD",
  "symbols": ["C", "C", "C", "C", "C", "C", "C", "C", "C", "C", "C", "N", "N", "H", "H", "H", "H", "H", "H", "H", "H", "H", "H", "H", "H", "H", "H"],
  "coordinates": [[-1.568, 1.738, -0.811], [0.997, -0.853, 1.149], [-2.037, 1.296, 0.580], [2.141, -1.207, -1.149], [1.041, -0.405, -1.996], [1.424, -1.771, 0.146], [0.071, 0.232, 1.394], [-1.205, 0.042, 0.901], [0.574, 0.789, -1.264], [0.697, 1.487, 1.885], [-1.802, -1.153, 0.348], [-0.531, 1.309, -1.336], [2.139, -1.349, 1.408], [-2.104, 2.721, -1.178], [-1.876, 2.161, 1.258], [-3.066, 1.043, 0.566], [2.417, -2.117, -1.813], [2.998, -0.670, -0.996], [1.496, -0.118, -3.013], [0.263, -1.107, -2.145], [0.985, -2.683, -0.030], [0.175, 2.200, 1.449], [1.806, 1.445, 1.478], [0.586, 1.341, 2.893], [-1.554, -1.220, -0.807], [-2.810, -1.205, 0.426], [-1.259, -1.944, 0.658]],
  "lowdin_charge": [-0.15, -0.27, -0.11, -0.12, -0.18, -0.24, -0.20, -0.23, -0.04, 0.00, -0.02, 0.03, 0.23, 0.15, 0.12, 0.09, 0.13, 0.06, 0.14, 0.07, 0.09, 0.01, 0.15, 0.07, 0.14, 0.06, 0.04],
  "energy_ha": -536.817644,
  "e_homo_ha": -0.281,
  "relative_energy_ev": 6.868,
  "total_charge": 0
}

Entry 3:
{
  "formula": "C33H46BrN3O5SSbSr",
  "method": "ωB97M-V/def2-TZVPD",
  "symbols": ["Sr", "C", "C", "C", "C", "C", "Br", "N", "C", "H", "H", "H", "H", "H", "H", "C", "C", "C", "C", "C", "C", "C", "S", "O", "O", "N", "C", "C", "O", "O", "H", "H", "H", "H", "H", "H", "H", "H", "H", "C", "C", "C", "Sb", "C", "C", "C", "C", "C", "C", "H", "H", "H", "H", "H", "H", "H", "H", "H", "H", "H", "H", "H", "H", "H", "H", "H", "H", "H", "H", "H", "N", "C", "C", "C", "C", "C", "C", "C", "H", "H", "H", "H", "C", "C", "O", "H", "H", "H", "H", "H", "H"],
  "coordinates": [[-0.930, -0.496, 0.578], [1.597, -2.370, -3.733], [0.271, -1.753, -3.413], [-0.922, -2.182, -3.981], [-2.127, -1.612, -3.603], [-2.081, -0.623, -2.643], [-3.701, 0.096, -1.953], [-0.971, -0.157, -2.102], [0.178, -0.720, -2.488], [1.479, -3.181, -4.451], [2.045, -2.760, -2.815], [2.281, -1.630, -4.156], [-0.918, -2.985, -4.709], [-3.069, -1.951, -4.005], [1.072, -0.364, -1.991], [-1.172, -9.357, 0.250], [-1.348, -7.865, 0.324], [-2.315, -7.295, 1.148], [-2.466, -5.920, 1.227], [-1.648, -5.101, 0.466], [-0.674, -5.644, -0.360], [-0.532, -7.021, -0.424], [-1.787, -3.347, 0.632], [-3.125, -3.052, 1.113], [-1.502, -2.792, -0.708], [-0.754, -2.848, 1.687], [0.674, -3.137, 1.446], [1.378, -2.456, 0.237], [1.902, -3.177, -0.613], [1.452, -1.166, 0.252], [-1.975, -9.874, 0.775], [-0.225, -9.659, 0.703], [-1.164, -9.704, -0.784], [-2.962, -7.939, 1.733], [-3.219, -5.471, 1.861], [-0.030, -4.987, -0.933], [0.231, -7.448, -1.065], [0.885, -4.211, 1.384], [1.218, -2.807, 2.336], [2.041, 5.625, -0.628], [1.026, 4.681, 0.008], [1.283, 4.604, 1.514], [0.773, 2.677, -0.784], [-0.495, 3.204, -2.466], [-1.891, 3.515, -1.934], [-0.009, 4.313, -3.387], [2.574, 2.191, -1.926], [3.417, 1.196, -1.131], [3.472, 3.310, -2.443], [1.901, 6.636, -0.230], [1.966, 5.684, -1.712], [3.060, 5.323, -0.383], [0.023, 5.097, -0.149], [2.229, 4.099, 1.721], [0.502, 4.055, 2.036], [1.336, 5.609, 1.948], [-0.545, 2.268, -3.031], [-1.892, 4.429, -1.333], [-2.285, 2.711, -1.309], [-2.599, 3.671, -2.756], [0.013, 5.275, -2.870], [-0.684, 4.428, -4.243], [0.988, 4.120, -3.782], [2.131, 1.680, -2.791], [3.803, 1.661, -0.220], [4.275, 0.868, -1.728], [2.869, 0.306, -0.818], [3.998, 3.798, -1.622], [2.940, 4.079, -3.002], [4.235, 2.887, -3.106], [-3.795, 4.682, 6.083], [-3.392, 4.010, 5.240], [-2.887, 3.170, 4.186], [-2.392, 3.743, 3.016], [-1.902, 2.916, 2.016], [-1.864, 1.511, 2.095], [-2.401, 1.000, 3.294], [-2.898, 1.786, 4.328], [-2.393, 4.821, 2.904], [-1.529, 3.412, 1.122], [-2.437, -0.077, 3.457], [-3.290, 1.341, 5.235], [1.720, 0.400, 4.310], [1.674, 1.615, 3.406], [2.352, 1.388, 2.172], [1.217, 0.610, 5.256], [2.750, 0.102, 4.513], [1.207, -0.449, 3.849], [2.184, 2.462, 3.868], [0.634, 1.904, 3.221], [1.938, 0.618, 1.761]],
  "lowdin_charge": [1.30, -0.03, -0.23, -0.01, -0.10, -0.76, 0.79, -0.06, -0.11, 0.08, 0.07, 0.08, 0.12, 0.10, 0.09, -0.06, -0.28, -0.05, -0.05, -0.27, -0.05, -0.04, 0.48, -0.33, -0.40, -0.31, -0.22, -0.68, 0.00, -0.24, 0.07, 0.08, 0.08, 0.11, 0.11, 0.11, 0.11, 0.10, 0.10, -0.15, -0.56, -0.17, 1.53, -0.59, -0.18, -0.15, -0.56, -0.17, -0.16, 0.07, 0.05, 0.06, 0.07, 0.07, 0.04, 0.08, 0.06, 0.06, 0.02, 0.07, 0.06, 0.07, 0.05, 0.07, 0.07, 0.08, 0.03, 0.06, 0.04, 0.07, 0.12, -0.21, -0.27, -0.06, -0.20, -0.24, -0.17, -0.06, 0.11, 0.04, 0.08, 0.11, -0.08, -0.32, -0.12, 0.08, 0.07, 0.07, 0.11, 0.09, 0.04],
  "energy_ha": -5068.814313,
  "e_homo_ha": -0.197,
  "relative_energy_ev": 0.722,
  "total_charge": -1
}

Entry 4:
{
  "formula": "C20H31Br3O6P",
  "method": "ωB97M-V/def2-TZVPD",
  "symbols": ["C", "C", "C", "C", "P", "O", "Br", "O", "C", "O", "O", "C", "C", "C", "C", "C", "C", "C", "C", "C", "C", "C", "C", "C", "O", "O", "H", "H", "H", "H", "H", "H", "H", "H", "H", "H", "H", "H", "H", "H", "H", "H", "H", "H", "H", "H", "H", "H", "H", "H", "H", "H", "H", "Br", "C", "C", "Br", "H", "H", "H", "H"],
  "coordinates": [[-4.856, 2.679, -2.435], [-3.576, 2.338, -2.346], [-1.992, 1.971, -2.239], [-1.323, 2.483, -0.846], [-2.425, 2.105, 0.681], [-3.733, 3.266, 0.740], [-3.539, 0.112, 0.368], [-0.816, 3.869, -0.986], [0.424, 3.701, -1.726], [1.166, 4.549, -2.298], [0.782, 2.278, -1.780], [0.136, 1.806, -0.535], [0.913, 2.311, 0.797], [2.523, 2.301, 0.666], [3.222, 1.138, 1.593], [3.701, -0.134, 0.670], [3.776, -1.520, 1.492], [4.573, -2.704, 0.717], [4.566, -4.014, 1.690], [3.524, -5.165, 1.237], [2.565, -5.710, 2.424], [1.547, -4.599, 3.019], [1.907, -4.099, 4.516], [0.060, 0.175, -0.415], [0.305, -0.565, -1.466], [-0.288, -0.499, 0.764], [-5.780, 3.387, -2.451], [-1.846, 0.816, -2.268], [-1.490, 2.392, -3.183], [-4.601, 2.783, 0.622], [0.650, 1.658, 1.723], [0.598, 3.393, 1.098], [2.926, 2.128, -0.396], [2.943, 3.339, 0.999], [2.511, 0.758, 2.412], [4.146, 1.595, 2.137], [4.781, 0.108, 0.325], [2.959, -0.266, -0.209], [2.698, -1.920, 1.698], [4.269, -1.391, 2.535], [5.685, -2.433, 0.494], [4.068, -3.008, -0.286], [4.385, -3.677, 2.788], [5.653, -4.431, 1.671], [2.883, -4.828, 0.336], [4.172, -6.063, 0.870], [3.268, -6.164, 3.234], [1.908, -6.561, 1.973], [0.468, -5.011, 3.019], [1.543, -3.693, 2.296], [3.056, -3.971, 4.626], [1.554, -4.917, 5.251], [1.345, -3.118, 4.759], [-9.666, 2.043, -4.547], [-9.208, 3.768, -5.329], [-7.763, 4.120, -5.071], [-7.500, 4.730, -3.239], [-9.909, 4.498, -4.923], [-9.390, 3.652, -6.399], [-7.454, 4.960, -5.697], [-7.079, 3.284, -5.230]],
  "lowdin_charge": [0.02, -0.11, -0.13, -0.48, 0.74, -0.43, 0.28, -0.01, -0.35, 0.08, 0.02, -0.30, -0.12, -0.17, -0.20, -0.20, -0.22, -0.21, -0.22, -0.22, -0.23, -0.25, -0.14, -0.50, -0.10, -0.23, -0.09, 0.12, 0.13, 0.02, 0.12, 0.12, 0.11, 0.11, 0.10, 0.10, 0.11, 0.12, 0.11, 0.11, 0.11, 0.11, 0.09, 0.10, 0.11, 0.10, 0.11, 0.10, 0.10, 0.10, 0.06, 0.07, 0.08, 0.60, -0.70, -0.66, 0.69, 0.05, 0.06, 0.06, 0.06],
  "energy_ha": -9295.316070,
  "e_homo_ha": -0.184,
  "total_charge": -1
}